i | Formula: C3H7O3
Source: the OMol25 dataset
Level of theory: the ωB97M-V functional and the def2-TZVPD basis

Positions of all 13 atoms, in Å:
O -3.02 -0.60 -2.47
H -3.77 0.04 -2.52
H -2.29 -0.08 -2.05
O 0.60 2.04 2.22
O 0.06 1.87 0.11
C 0.49 1.35 1.18
C 1.33 -0.78 -0.10
C 0.83 -0.18 1.26
H 1.51 -1.87 -0.01
H 2.28 -0.27 -0.30
H 0.65 -0.61 -0.96
H 1.48 -0.35 2.15
H -0.18 -0.56 1.50

## Properties
Kohn-Sham gap in eV: 7.13
Spin multiplicity: 1
E_LUMO in eV: 3.6
Charge: -1

Atomic partial charges in e from the Mulliken method, atoms 1 to 5: atom 1 (O): -0.672, atom 2 (H): 0.318, atom 3 (H): 0.348, atom 4 (O): -0.752, atom 5 (O): -0.734

ii | Formula: C3H7O3
Source: the OMol25 dataset
Level of theory: the ωB97M-V functional and the def2-TZVPD basis

Positions of all 13 atoms, in Å:
C 0.57 -1.70 -1.86
C -0.55 -1.19 -0.95
O -0.31 -1.08 0.27
O -1.63 -0.89 -1.46
H 1.37 -2.11 -1.16
H 0.99 -0.86 -2.40
H 0.20 -2.47 -2.57
C 0.05 2.03 1.85
O -1.03 1.21 1.45
H -0.68 0.36 0.98
H 0.74 2.19 0.95
H -0.36 3.01 2.22
H 0.64 1.50 2.68

## Properties
Kohn-Sham gap in eV: 8.36
Spin multiplicity: 1
E_LUMO in eV: 4.2
Charge: -1

Atomic partial charges in e from the Mulliken method, atoms 1 to 5: atom 1 (C): -0.796, atom 2 (C): 0.648, atom 3 (O): -0.828, atom 4 (O): -0.694, atom 5 (H): 0.237

Most stable: i

i | Formula: C5H15N2
Source: the OMol25 dataset
Level of theory: the ωB97M-V functional and the def2-TZVPD basis

Positions of all 22 atoms, in Å:
C -1.40 -3.36 1.07
C 1.23 -1.09 -0.06
C 0.30 -0.44 0.52
C -0.49 2.42 -1.03
N 0.62 2.90 -1.81
C 1.94 2.82 -1.23
N -2.19 -3.23 2.25
H -1.84 -3.54 0.08
H -0.66 -4.14 1.26
H 1.01 -1.95 -0.71
H 2.25 -1.22 0.35
H -0.31 1.43 -0.58
H 0.51 0.40 1.19
H -1.43 2.44 -1.57
H -0.58 3.09 -0.16
H 0.44 3.83 -2.20
H 1.99 1.96 -0.56
H 2.70 2.71 -2.01
H 2.10 3.71 -0.62
H -2.57 -2.31 2.41
H -0.83 -2.41 1.00
H -2.80 -4.02 2.41

## Properties
Expectation value of S²: 0.7540
Kohn-Sham gap (spin up / spin down) in eV: 3.73 / 3.72
Spin multiplicity: 2
E_LUMO (spin up / spin down) in eV: -12.0 / -12.0
Charge: +2

Atomic partial charges in e from the Mulliken method, atoms 1 to 5: atom 1 (C): -0.033, atom 2 (C): -0.227, atom 3 (C): -0.406, atom 4 (C): -0.338, atom 5 (N): 0.071

ii | Formula: C5H15N2
Source: the OMol25 dataset
Level of theory: the ωB97M-V functional and the def2-TZVPD basis

Positions of all 22 atoms, in Å:
C -1.63 -0.34 -0.70
C -0.27 0.39 -0.90
C 0.17 1.19 0.33
C 0.60 0.36 1.58
N 1.42 -0.80 1.31
C 2.67 -0.65 0.60
N -2.63 -0.08 -1.87
H -2.14 -0.05 0.22
H -1.47 -1.41 -0.69
H 0.47 -0.39 -1.07
H -0.27 1.03 -1.78
H -0.64 1.82 0.69
H 1.06 1.76 0.06
H -0.24 0.03 2.20
H 1.10 1.03 2.29
H 1.65 -1.35 2.13
H 3.50 -1.10 1.16
H 2.97 0.37 0.41
H 2.77 -1.24 -0.33
H -3.51 0.17 -1.42
H -2.78 -1.02 -2.25
H -2.38 0.63 -2.55

## Properties
Expectation value of S²: 0.7541
Kohn-Sham gap (spin up / spin down) in eV: 13.33 / 8.78
Spin multiplicity: 2
E_LUMO (spin up / spin down) in eV: -6.5 / -11.3
Charge: +2

Atomic partial charges in e from the Mulliken method, atoms 1 to 5: atom 1 (C): -0.747, atom 2 (C): -0.472, atom 3 (C): -0.821, atom 4 (C): -0.582, atom 5 (N): 0.066

Most stable: ii

i | Formula: C2H4IN
Source: the OMol25 dataset
Level of theory: the ωB97M-V functional and the def2-TZVPD basis

Positions of all 8 atoms, in Å:
C 0.00 0.45 0.11
C 0.63 -0.79 0.02
N 0.27 1.60 0.03
I -2.79 -0.08 0.01
H 0.25 -1.53 0.74
H 1.68 -0.74 0.13
H 0.27 -1.44 -0.92
H -0.31 2.52 -0.11

## Properties
Kohn-Sham gap in eV: 7.68
Spin multiplicity: 1
E_LUMO in eV: -0.8

Atomic partial charges in e from the Mulliken method, atoms 1 to 5: atom 1 (C): 0.284, atom 2 (C): -0.940, atom 3 (N): -0.331, atom 4 (I): -0.364, atom 5 (H): 0.352

ii | Formula: C2H4IN
Source: the OMol25 dataset
Level of theory: the ωB97M-V functional and the def2-TZVPD basis

Positions of all 8 atoms, in Å:
C 0.47 -0.38 -0.56
C 1.30 0.36 -1.24
N -1.68 -0.09 1.44
I 0.31 -0.04 1.64
H 0.95 0.35 -2.27
H 2.18 1.03 -1.18
H -1.50 -0.23 0.34
H -2.03 -1.00 1.83

## Properties
Kohn-Sham gap in eV: 8.31
Spin multiplicity: 1
E_LUMO in eV: -0.2

Atomic partial charges in e from the Mulliken method, atoms 1 to 5: atom 1 (C): -0.358, atom 2 (C): -0.547, atom 3 (N): -0.669, atom 4 (I): 0.354, atom 5 (H): 0.224

iii | Formula: C2H4IN
Source: the OMol25 dataset
Level of theory: the ωB97M-V functional and the def2-TZVPD basis

Positions of all 8 atoms, in Å:
C 2.52 0.74 0.00
C -0.85 -1.13 0.05
N 1.88 1.70 -0.18
I -2.84 -0.09 0.06
H -0.18 -0.22 -0.11
H -1.14 -1.87 -0.64
H -0.75 -1.55 1.14
H 1.35 2.43 -0.32

## Properties
Kohn-Sham gap in eV: 9.70
Spin multiplicity: 1
E_LUMO in eV: 0.3

Atomic partial charges in e from the Mulliken method, atoms 1 to 5: atom 1 (C): -0.133, atom 2 (C): -0.564, atom 3 (N): -0.126, atom 4 (I): -0.043, atom 5 (H): 0.046

Most stable: i

i | Formula: C6H9P
Source: the OMol25 dataset
Level of theory: the ωB97M-V functional and the def2-TZVPD basis

Positions of all 16 atoms, in Å:
C -2.73 -0.29 0.52
C -1.84 -0.60 -0.38
C -0.58 0.11 -0.65
P -0.32 1.81 -0.08
C 0.43 0.23 0.50
C 1.86 -0.20 0.66
C 2.85 -0.22 -0.28
H -3.61 -0.84 0.60
H -2.85 0.41 1.33
H -2.19 -1.31 -1.12
H -0.34 -0.17 -1.65
H 0.77 2.04 -1.13
H -0.14 -0.01 1.38
H 2.11 -0.47 1.67
H 3.84 -0.72 -0.10
H 2.75 0.22 -1.28

## Properties
SMILES string: C=C[C@H]1P[C@@H]1C=C
Kohn-Sham gap in eV: 9.73
Spin multiplicity: 1
E_LUMO in eV: 1.0

Atomic partial charges in e from the Mulliken method, atoms 1 to 5: atom 1 (C): -0.860, atom 2 (C): -0.273, atom 3 (C): 0.036, atom 4 (P): -0.116, atom 5 (C): -0.353

ii | Formula: C6H9P
Source: the OMol25 dataset
Level of theory: the ωB97M-V functional and the def2-TZVPD basis

Positions of all 16 atoms, in Å:
C -1.95 0.25 -0.10
C -1.57 1.59 -0.05
C -1.23 -0.80 -0.63
C 0.33 1.69 0.23
C -0.01 -0.40 -1.42
C 1.94 -0.61 0.74
P 1.34 0.57 -0.51
H -2.93 0.05 0.28
H -1.95 2.52 0.23
H -1.50 -1.85 -0.57
H 0.72 2.39 0.96
H 0.38 -1.23 -1.99
H -0.26 0.54 -2.12
H 2.30 -1.56 0.29
H 1.14 -0.93 1.37
H 2.55 0.14 1.35

## Properties
Kohn-Sham gap (spin up / spin down) in eV: 6.83 / 7.57
Spin multiplicity: 1
E_LUMO (spin up / spin down) in eV: -0.5 / -0.1

Atomic partial charges in e from the Mulliken method, atoms 1 to 5: atom 1 (C): -0.027, atom 2 (C): -0.768, atom 3 (C): -0.381, atom 4 (C): -0.369, atom 5 (C): -0.854

Most stable: i